Record 1
The following is a quantum chemistry calculation of an isolated molecule of C22H34N6 at a distorted geometry, from the Open Molecules 2025 dataset.

Output
SMILES: CCC[C@@H](c1nnnn1CCc1ccccc1)N1CCN(C2CCCC2)CC1
Total energy in a.u.: -1187.2148
HOMO-LUMO gap in eV: 9.2
Energy above the lowest of the compared OMol25 structures with the same formula, charge and spin in kcal per mole: 4.1
LUMO in eV: 0.64
HOMO level in eV: -8.561

The geometry in XYZ format:
```
62
Properties=species:S:1:pos:R:3:forces:R:3:nbo_charge:R:1
C -3.042435 -3.611420 -0.153639 0.1 -0.2 -0.1 -0.60
C -1.620868 -3.931585 -0.597109 0.0 0.0 0.2 -0.39
C -0.563486 -3.085024 0.110770 -0.1 0.0 -0.2 -0.42
H 0.422026 -3.419422 -0.220203 0.0 0.0 0.1 0.21
H -0.636277 -3.238759 1.187588 0.1 -0.1 0.0 0.23
C -0.694203 -1.580201 -0.188742 0.2 -0.2 0.0 -0.08
C -1.538015 -0.897803 0.833628 -0.3 0.7 0.0 0.34
N -2.054960 -1.400343 1.931854 0.5 -0.8 -0.6 -0.32
N -2.669035 -0.401425 2.552016 -0.5 0.0 0.9 -0.07
N -2.555207 0.681307 1.905371 -0.1 1.2 -0.2 -0.06
N -1.843170 0.423753 0.806929 0.3 -1.3 0.4 -0.20
C -1.549589 1.423185 -0.177110 0.0 0.5 -0.6 -0.23
H -1.588958 2.388050 0.333457 0.1 -0.1 0.0 0.23
C -2.583211 1.395133 -1.315527 0.0 0.1 0.3 -0.42
C -3.968716 1.571460 -0.757418 0.0 0.0 -0.2 -0.04
C -4.761067 0.468345 -0.472006 0.0 0.0 -0.1 -0.22
C -6.006742 0.626246 0.108143 -0.1 -0.1 0.0 -0.18
C -6.475162 1.893299 0.406504 -0.1 0.0 0.0 -0.22
C -5.694451 3.000279 0.120316 0.0 0.1 0.0 -0.22
C -4.447460 2.839259 -0.454571 0.0 -0.1 0.0 -0.17
H -3.837753 3.705134 -0.672180 0.1 0.1 0.0 0.20
H -6.055894 3.991690 0.350637 0.0 0.1 0.0 0.21
H -7.445841 2.018037 0.862513 -0.1 0.0 0.0 0.21
H -6.607759 -0.242482 0.331547 -0.1 -0.1 0.0 0.21
H -4.402356 -0.525761 -0.703114 0.1 -0.1 0.0 0.21
H -2.510747 0.445081 -1.848841 0.0 0.0 -0.1 0.21
H -2.343649 2.200350 -2.011762 0.0 0.0 -0.1 0.22
H -0.542994 1.232715 -0.559105 -0.1 0.1 0.2 0.25
N 0.556979 -0.828928 -0.260015 0.1 -0.1 -0.1 -0.45
C 1.390001 -0.929381 0.925534 0.1 0.2 0.2 -0.24
C 2.489332 0.126011 0.835967 -0.1 -0.2 0.1 -0.22
N 3.298368 -0.151947 -0.332874 -0.2 -0.1 -0.1 -0.45
C 2.476170 -0.048925 -1.518749 -0.1 -0.2 -0.1 -0.22
C 1.354192 -1.084050 -1.442881 0.1 0.2 -0.2 -0.22
H 0.715797 -0.999333 -2.326418 0.0 0.0 0.0 0.20
H 1.808634 -2.087773 -1.430842 0.0 0.0 0.0 0.17
H 3.090316 -0.249749 -2.399363 0.0 0.0 0.0 0.20
H 2.030269 0.956899 -1.626955 0.0 0.0 0.0 0.16
C 4.574124 0.534794 -0.429961 0.1 0.0 -0.1 -0.03
C 5.542602 0.112384 0.697238 0.0 0.1 0.1 -0.42
C 5.804542 1.373361 1.519583 0.2 0.0 -0.1 -0.40
H 5.022038 1.514251 2.267145 0.0 0.0 0.1 0.19
C 5.727687 2.486397 0.479077 -0.1 0.1 0.1 -0.40
H 6.635310 2.488566 -0.126830 0.1 0.0 0.0 0.19
H 5.608283 3.473513 0.924408 0.1 0.1 0.0 0.21
C 4.528824 2.082851 -0.375163 0.1 -0.1 -0.1 -0.44
H 3.609567 2.407558 0.112645 -0.1 0.0 0.0 0.20
H 4.558354 2.526131 -1.369868 -0.1 0.1 0.0 0.21
H 6.765367 1.342121 2.031338 0.0 0.0 0.1 0.21
H 6.477076 -0.237895 0.258694 0.0 -0.1 0.0 0.21
H 5.128313 -0.702692 1.286675 0.0 -0.1 0.0 0.22
H 4.992896 0.220919 -1.392059 0.0 0.0 0.1 0.20
H 3.108457 0.082169 1.730920 0.0 0.0 0.1 0.21
H 2.007415 1.119083 0.787779 0.1 0.0 0.1 0.16
H 0.774810 -0.753679 1.810352 0.0 0.0 0.0 0.21
H 1.858829 -1.921251 1.015096 0.0 0.0 0.0 0.18
H -1.173060 -1.455634 -1.170421 0.0 0.0 0.0 0.21
H -1.533149 -3.793528 -1.679101 0.1 -0.1 0.0 0.19
H -1.412603 -4.982277 -0.383319 0.0 0.0 -0.1 0.21
H -3.742516 -4.326120 -0.580694 -0.1 0.0 0.0 0.21
H -3.337668 -2.615899 -0.476579 -0.1 0.1 0.0 0.19
H -3.117588 -3.647036 0.929710 -0.1 0.0 0.1 0.22
```
Forces are in eV/Å.

Record 2
The following is a quantum chemistry calculation of a 3-piece molecular cluster, C22H34O8 overall at a distorted geometry, from the Open Molecules 2025 dataset.

Output
SMILES: CCOCCOc1ccc2c(c1)C(=O)C=CC2=O.COCCOC.COCCOC
Total energy in a.u.: -1459.9783
HOMO-LUMO gap in eV: 7.1
LUMO in eV: -1.94
HOMO level in eV: -9.016

The geometry in XYZ format:
```
64
Properties=species:S:1:pos:R:3:forces:R:3:nbo_charge:R:1
C -4.700851 -2.530241 0.864914 0.4 -0.1 0.1 -0.66
C -4.500181 -1.917981 -0.678604 -1.2 -1.0 1.7 -0.07
O -3.395221 -2.678260 -1.272257 0.0 2.9 -0.5 -0.55
C -2.459879 -1.842653 -2.031253 1.0 -0.3 -0.8 -0.10
C -0.922531 -2.206291 -1.525571 -0.3 -0.4 -0.6 -0.10
O -0.875887 -2.612558 -0.081524 1.6 3.7 0.7 -0.53
C -0.429896 -1.454803 0.710344 0.2 3.2 1.7 0.32
C 0.958712 -1.391500 1.611468 -2.0 2.5 0.0 -0.26
C 1.380808 -0.045570 2.510237 -3.0 0.2 -1.8 -0.16
C 0.422085 1.289595 2.539639 -1.4 -2.8 -2.3 -0.14
C -0.942077 1.228044 1.595537 1.6 -2.0 0.4 -0.08
C -1.376405 -0.099743 0.696297 3.0 0.6 2.4 -0.24
C -1.905051 2.557109 1.560606 -2.8 0.0 -4.3 0.49
O -2.744154 2.682172 0.500226 4.8 -0.6 6.6 -0.55
C -1.823693 3.704442 2.734710 3.7 -1.6 1.1 -0.24
C -0.580516 3.732255 3.567719 -3.0 -0.3 -2.0 -0.24
C 0.680339 2.656910 3.405990 3.8 0.0 1.7 0.51
O 1.860873 2.869015 3.995816 -7.1 -1.1 -3.4 -0.53
H -3.834452 -3.310167 1.091001 -1.9 1.7 -0.7 0.24
H -4.616476 -1.700856 1.687360 -0.2 -1.5 -1.6 0.21
H -5.735886 -3.070256 0.981530 2.0 1.1 -0.3 0.21
H -4.348932 -0.760227 -0.624634 0.0 -2.2 -0.3 0.18
H -5.498098 -2.167065 -1.237837 1.9 0.7 0.7 0.18
H -2.636773 -0.689671 -1.964557 0.0 -2.2 0.1 0.19
H -2.527253 -2.117613 -3.189260 0.2 0.6 2.4 0.20
H -0.180213 -1.308193 -1.638474 -1.5 -1.7 -0.2 0.21
H -0.569806 -3.152714 -2.126411 -0.6 1.9 1.3 0.21
H 1.665158 -2.351414 1.649695 -1.8 2.4 -0.1 0.25
H 2.391422 -0.058150 3.138419 -2.4 -0.1 -1.5 0.27
H -2.389277 -0.016648 0.094302 2.5 -0.3 1.4 0.26
H -2.741726 4.427443 2.848466 2.2 -1.5 -0.3 0.27
H -0.513752 4.559598 4.403811 0.2 -1.9 -1.9 0.26
C 7.648887 -0.710294 5.789100 0.1 0.1 -0.2 -0.25
O 7.604343 -0.814832 4.370364 -0.4 -0.2 0.3 -0.55
C 6.632574 -1.768659 3.928511 0.2 0.5 -0.4 -0.09
C 5.382084 -1.074030 3.385933 -0.1 -0.3 0.6 -0.09
O 4.648988 -0.433805 4.436939 0.3 0.1 -0.4 -0.56
C 4.834113 0.976678 4.440097 -0.1 0.1 0.1 -0.26
H 8.291159 0.134589 6.050609 0.0 -0.1 -0.1 0.19
H 6.654586 -0.535542 6.209824 0.0 -0.1 0.0 0.18
H 8.078487 -1.621587 6.215883 -0.1 0.0 0.1 0.17
H 6.376743 -2.471262 4.730565 -0.1 0.1 0.0 0.18
H 7.096816 -2.338993 3.116463 -0.1 0.0 0.0 0.18
H 4.718579 -1.828042 2.954199 0.0 -0.1 -0.1 0.18
H 5.639289 -0.359205 2.595478 0.1 0.0 0.1 0.18
H 4.337721 1.418589 3.570694 0.1 0.1 0.0 0.17
H 5.895206 1.242933 4.436851 0.0 0.0 -0.1 0.18
H 4.376093 1.381120 5.347031 0.0 -0.2 -0.2 0.20
C -2.113965 0.986472 -7.962914 0.0 0.2 0.0 -0.25
O -3.034390 1.858920 -7.316867 0.0 -0.5 0.1 -0.55
C -4.112684 1.147213 -6.700335 0.2 0.6 0.3 -0.09
C -3.932835 1.076076 -5.182699 0.1 -0.6 -0.3 -0.09
O -2.834627 0.226120 -4.831350 0.0 0.5 -0.1 -0.56
C -1.684526 0.966825 -4.441006 0.0 -0.2 0.0 -0.26
H -1.246032 1.573399 -8.274258 -0.2 0.0 0.1 0.19
H -1.775062 0.192454 -7.291449 0.0 0.0 0.0 0.18
H -2.577681 0.548962 -8.852132 0.1 -0.1 0.0 0.17
H -4.221434 0.145082 -7.131955 0.1 0.1 0.1 0.18
H -5.027394 1.709160 -6.918845 0.0 -0.1 0.0 0.19
H -4.828482 0.630751 -4.741488 -0.1 0.0 0.0 0.18
H -3.807330 2.076774 -4.752817 0.0 -0.1 -0.1 0.18
H -1.863310 1.449141 -3.475109 0.1 0.1 0.0 0.17
H -1.418619 1.720067 -5.188495 0.0 0.0 0.1 0.18
H -0.847708 0.270920 -4.334526 -0.2 0.0 0.0 0.19
```
Forces are in eV/Å.

Record 3
The following is a quantum chemistry calculation of C22H35BO4PbS4 as an isolated structure at a distorted geometry, from the Open Molecules 2025 dataset.

Output
Total energy in a.u.: -2970.7225
HOMO-LUMO gap in eV: 7.3
LUMO in eV: 0.42
HOMO level in eV: -6.905

The geometry in XYZ format:
```
67
Properties=species:S:1:pos:R:3:forces:R:3:nbo_charge:R:1
Pb 7.149806 0.709177 15.954850 -0.5 -0.1 -0.7 1.02
C 5.113051 3.399456 18.794473 1.8 0.3 0.2 -0.56
C 6.087789 4.567570 18.479762 -0.3 1.2 -0.5 -0.54
S 7.582873 4.054160 17.568436 -0.3 0.9 0.2 0.20
C 7.887109 5.659773 16.699196 -1.7 -3.1 -2.1 -0.50
C 8.667464 5.379801 15.419142 -0.4 1.3 -1.8 -0.55
S 8.074991 4.017200 14.327897 -0.1 0.2 0.2 0.21
C 7.061194 4.769404 13.029927 0.0 -1.3 -1.2 -0.56
C 5.723025 5.354170 13.430316 0.0 1.6 -0.4 -0.57
S 4.387630 4.243793 13.746997 -0.9 -1.2 -0.3 0.23
C 4.440353 4.220558 15.537763 2.5 0.4 1.0 -0.60
C 3.686213 3.114795 16.244881 0.8 -0.5 -0.4 -0.54
S 4.716322 2.236314 17.481810 -0.5 -0.4 -0.4 0.27
H 4.234101 3.938438 19.072977 -0.9 -0.3 0.8 0.22
H 5.590820 2.759411 19.610777 -1.1 0.8 -1.0 0.25
H 6.366345 5.122154 19.407434 -0.2 -0.7 -0.4 0.22
H 5.564661 5.381868 17.855440 0.6 -1.4 0.7 0.20
H 8.461059 6.270588 17.266003 1.4 2.1 2.0 0.21
H 6.907713 6.103485 16.418279 0.6 -0.2 0.4 0.20
H 9.724415 5.175283 15.499716 0.2 -0.2 0.8 0.23
H 8.671635 6.357371 14.855897 -0.1 -0.9 0.2 0.22
H 6.826543 3.905513 12.350379 0.4 0.5 0.7 0.24
H 7.677487 5.399702 12.383491 -0.2 0.5 0.4 0.22
H 5.319635 6.053817 12.642767 0.7 -0.5 0.8 0.24
H 5.827868 5.887356 14.374199 0.1 0.6 -0.2 0.21
H 4.228953 5.235302 15.903889 -0.4 -0.3 0.0 0.20
H 5.526868 4.058345 15.835540 -1.1 0.2 -0.7 0.25
H 3.425957 2.309192 15.544804 0.2 0.1 0.1 0.26
H 2.774284 3.460270 16.645049 -1.1 0.4 0.7 0.22
C 10.291714 -2.321324 17.367709 1.1 1.0 0.6 -0.70
C 9.280013 -1.184465 17.420516 0.6 -0.7 0.9 0.62
O 8.457698 -1.122871 16.528425 -0.4 -0.4 -1.2 -0.64
C 9.295835 -0.256429 18.545970 1.5 0.1 0.7 -0.33
C 10.504324 -0.124756 19.342595 -1.4 -0.4 0.2 -0.15
C 10.522759 0.606614 20.515093 0.4 0.3 -1.0 -0.27
C 9.321519 1.257422 20.906726 0.5 -1.1 0.7 -0.17
C 8.168697 1.097353 20.213982 -1.0 0.3 -0.8 -0.28
C 8.129005 0.446191 18.907318 -1.0 1.2 -0.1 0.44
O 7.071672 0.580722 18.115562 1.2 -0.2 2.6 -0.83
H 10.107368 -3.038493 16.583441 -0.2 0.2 -0.5 0.24
H 10.334489 -2.899338 18.311734 0.2 0.6 -0.3 0.24
H 11.261991 -1.753485 17.173036 -0.8 -1.2 0.3 0.23
H 11.360235 -0.722208 19.031404 0.0 0.4 0.2 0.21
H 11.477118 0.751315 21.028933 -0.5 -0.1 0.1 0.21
H 9.200409 1.729342 21.880718 0.5 0.2 -0.2 0.21
H 7.291779 1.576079 20.696119 0.3 -0.5 -1.0 0.21
C 1.921311 -0.287031 15.178017 -2.4 -1.8 -0.4 -0.61
C 3.143188 -1.231435 15.314843 -1.1 1.5 -1.6 0.21
C 3.257811 -2.138146 14.097472 0.1 0.5 -0.3 -0.62
O 4.238539 -0.331606 15.167829 1.7 0.0 0.9 -0.77
B 5.284179 -0.827619 15.989454 -0.4 1.3 -1.0 0.61
O 4.832262 -1.880134 16.721076 0.0 0.3 0.8 -0.75
C 3.376024 -1.870485 16.658509 -0.1 -2.0 0.9 0.24
C 2.765144 -1.104398 17.804581 0.0 -0.2 0.6 -0.64
C 3.003336 -3.372658 16.832306 0.5 1.0 -1.1 -0.62
H 1.702889 -0.066984 14.089882 0.4 -0.3 1.1 0.22
H 2.009879 0.668545 15.687183 0.2 -0.2 0.2 0.22
H 0.966530 -0.828419 15.589395 1.5 1.0 -0.7 0.20
H 3.375551 -1.470539 13.238367 -0.1 0.0 0.1 0.22
H 2.363594 -2.712738 13.926327 -0.2 -0.6 0.0 0.21
H 4.177935 -2.726032 14.111717 -0.3 -0.3 0.2 0.22
H 2.954524 -0.067603 17.714229 0.2 1.2 -0.2 0.22
H 3.255240 -1.391704 18.745744 -0.4 -0.2 -0.2 0.23
H 1.667754 -1.226304 17.834698 0.5 -0.2 0.1 0.21
H 3.731542 -3.894955 16.192976 -0.8 -0.3 0.0 0.22
H 1.944536 -3.541173 16.598882 0.3 -0.2 -0.1 0.21
H 3.212217 -3.682799 17.844853 0.0 0.1 0.4 0.22
```
Forces are in eV/Å.